1.
Density functional theory data (ωB97M-V/def2-TZVPD) for a structure of composition C52H51Cl3GeO4TeV.

Computed properties:
2S+1: 3
LUMO level (alpha / beta) in eV: 2.312 / 2.312
Total charge: -1
Energy relative to the best compared isomer or geometry (same formula, charge and spin) in kJ/mol: 0.00
Expectation value of S²: 2.03
Molecular weight in Da: 1097.49
Total energy in Ha: -6982.75695
HOMO level (alpha / beta) in eV: -4.400 / -4.602

Last column: Mulliken charge in e.
CARTESIAN COORDINATES (ANGSTROEM)
H 3.3429 -4.0589 -2.8881  0.319
C -3.3947 -1.4268 2.2351  -1.347
H -4.6985 2.2956 5.1036  0.400
H -5.1237 -0.1934 2.5852  0.461
C 0.8415 -0.4495 0.4655  2.597
H 0.2408 -4.4785 -2.7462  0.276
C -2.2300 -1.7494 -3.4526  0.012
H 4.2974 -1.4186 0.3533  -0.078
O -0.3951 -1.7250 -1.9194  0.190
H 3.4525 -2.3249 -2.5531  0.185
H -0.0866 0.0810 0.6970  -1.176
H 0.7574 -5.9172 -1.8658  0.323
Ge -3.3736 1.5264 2.4405  1.050
C 0.3695 3.0756 -0.0204  -0.304
C 5.2107 3.6139 -3.8371  -0.442
C 3.1030 1.8031 -3.5834  0.269
C 3.4563 0.4085 3.7856  -0.868
H 4.1048 0.6229 4.6249  0.335
C -0.6738 2.6168 2.0967  0.180
H 4.9186 -2.6721 -0.7112  0.456
Te 1.5059 0.4247 -3.3690  -0.405
C 2.8516 3.1677 -3.6914  -0.280
H 0.9153 -0.3365 -9.2765  0.361
H -0.1112 -4.7098 2.4075  0.291
C 1.3833 -0.4143 2.8915  -0.838
H 6.0287 4.3172 -3.9310  0.360
C 0.9733 -4.1087 0.6356  0.802
H 0.5908 -6.0510 1.4902  0.361
C 2.9787 -3.1333 0.0814  0.115
C -5.5671 5.1502 2.6527  -0.734
C 1.0239 -0.1941 -8.2086  -0.447
C 4.3326 -2.4990 0.1939  -1.347
H -4.5440 -0.1557 0.9213  0.525
C 3.0451 0.3960 1.4200  0.249
C 2.5299 -3.4559 2.5994  -2.374
H 1.2318 3.3958 -0.5930  0.373
H -1.9975 0.8349 8.0759  0.386
C 1.0841 -4.0838 -0.7976  0.407
H 3.1848 -2.6110 2.8151  0.360
H 1.2020 -0.0531 -0.4829  -1.594
H -3.0439 -1.4580 3.2700  0.238
C 0.3216 0.8612 -6.1642  -0.199
C 0.1855 0.6818 -7.5346  -0.541
C -4.6496 4.1357 2.8860  -0.179
C 2.7913 -3.1913 -2.5066  -1.773
C -3.4389 1.6154 6.6904  -0.591
H -3.2075 -2.2112 -3.5167  0.496
C 2.1737 -3.5358 1.1475  1.162
H -7.4774 3.6113 0.3242  0.396
H -1.0364 0.3884 3.9398  0.231
C -0.7695 2.6156 -0.6731  -0.585
O -2.0941 -0.8814 0.2995  -0.461
C -4.7345 2.9158 2.2137  0.028
H -3.8467 4.3054 3.5954  0.418
H 4.6287 0.2977 -3.4792  0.325
H -0.4687 0.0435 6.2941  0.394
H 1.8317 -0.3429 4.9791  0.316
H -0.7355 -5.0865 -1.4243  0.337
C 1.7775 -0.1687 1.5637  1.651
H -5.8644 1.8145 0.7498  0.254
H -0.6103 2.6156 3.1785  0.358
C -1.5367 -2.2127 -2.1766  0.133
C 4.4209 1.3549 -3.5901  -0.213
Cl -1.2880 -2.2717 -4.8714  -0.161
C 2.1848 -0.1271 3.9774  -0.732
C 5.4693 2.2558 -3.7199  -0.580
C -6.5888 4.9642 1.7317  -0.431
H 4.8908 -2.9298 1.0286  0.355
C -5.7675 2.7483 1.2916  -0.466
C -3.7635 1.8064 5.3529  -0.443
H -0.8587 -5.2274 0.9130  0.338
H -4.1136 1.9600 7.4646  0.405
C 0.4135 3.0817 1.3624  -0.693
H 2.8735 -1.2837 -5.5890  0.310
C 0.2909 -4.9311 -1.7526  -1.713
H 1.9628 -2.9987 -3.1910  0.331
C 2.2948 -3.4394 -1.1157  1.704
H 0.4119 -0.8756 3.0385  0.752
C -1.7262 0.7340 4.7028  0.281
C 0.1056 -5.0716 1.4012  -1.670
C -6.6867 3.7617 1.0489  -0.617
C -2.2535 0.9823 7.0340  -0.608
H 1.8299 3.5267 -3.6738  0.349
C 2.1276 -0.7208 -6.1367  -0.200
Cl 3.6438 0.8267 -0.1747  -0.008
H -5.4808 6.0899 3.1844  0.385
C 1.9948 -0.8956 -7.5075  -0.612
H 6.4907 1.8952 -3.7195  0.403
H -3.9859 -2.3372 2.0944  0.581
C -2.2023 -1.5613 1.3268  0.689
H -0.3421 1.5353 -5.6378  0.329
O -2.1097 -3.0496 -1.4763  -0.636
H -0.5810 1.2242 -8.0741  0.379
H 3.0444 -4.3689 2.9238  0.451
C -1.8136 2.1392 1.4568  0.138
C 3.9003 4.0688 -3.8210  -0.628
H 1.6414 -3.3474 3.2228  0.353
C 3.8825 0.6659 2.4945  -0.661
H -0.7929 2.5739 -1.7548  0.380
H 4.8591 1.0920 2.3055  0.486
C -1.3966 0.5388 6.0365  -0.728
C -2.9127 1.3750 4.3357  -0.209
H 1.3071 3.4144 1.8765  0.326
C -1.8485 2.1553 0.0597  -0.459
H -2.7060 1.7523 -0.4674  0.248
C 1.2994 0.1685 -5.4584  0.071
H 3.6913 5.1285 -3.9025  0.392
H -7.3033 5.7561 1.5441  0.365
H 2.6458 -1.5887 -8.0263  0.391
O -1.2885 -2.4110 1.6486  -0.748
C -4.2234 -0.1742 1.9639  -1.061
V -0.1363 -2.3000 0.0031  0.418
Cl -2.4642 0.0117 -3.4655  -0.153

---

2.
Density functional theory data (ωB97M-V/def2-TZVPD) for a structure of composition C52H52As2N4O2S3SbV in a non-equilibrium geometry.

Computed properties:
2S+1: 4
LUMO level (alpha / beta) in eV: 2.180 / 2.179
Total charge: -1
Energy relative to the best compared isomer or geometry (same formula, charge and spin) in kJ/mol: 146.37
Expectation value of S²: 3.77
Molecular weight in Da: 1183.76
Total energy in Ha: -9232.65936
HOMO level (alpha / beta) in eV: -4.006 / -4.542

Last column: Mulliken charge in e.
CARTESIAN COORDINATES (ANGSTROEM)
Sb -3.3218 -1.2797 0.0427  0.018
C 5.7876 0.6673 0.9999  -0.343
N -0.8671 0.5029 -3.2939  -0.582
H -4.2337 -0.9323 -3.1056  0.145
C -1.8976 1.2477 -2.7331  -0.278
H 1.4746 -2.6136 -2.4079  0.624
H -5.2076 0.9975 1.3295  0.214
H 3.6097 -3.5791 -1.0294  0.616
H -0.3322 1.3915 3.8384  0.541
C 0.8938 -7.5930 -1.3380  -0.480
C 4.8357 2.8723 2.3779  -0.577
H 1.7088 0.5661 -2.7389  0.465
H 4.6488 2.2128 -5.3547  0.387
C -2.5415 -3.0510 1.0636  -0.030
C 0.0389 2.1527 3.1651  -1.254
H -6.7108 0.2012 1.8137  0.387
C 0.6203 2.8417 0.9181  0.328
H -6.2072 0.1866 0.1222  0.221
H -2.9370 1.7366 -4.5288  0.531
C -5.0668 -1.1636 1.3803  -0.801
H 4.8158 -2.9278 -5.7301  0.392
C 1.9664 -2.4179 3.0406  -0.436
C 3.0710 1.3929 -4.1442  -0.984
N 0.0251 3.9181 6.1523  -0.607
C 4.1659 -1.7334 -0.0150  -1.798
H -0.0721 -0.4133 -5.7015  0.488
H -0.7543 -6.7400 -2.4172  0.453
C 4.4394 1.0021 0.8873  0.151
C 1.3008 -5.0068 -0.3363  -0.035
As 3.0916 -0.0081 -0.1591  1.268
C 0.2198 3.6917 5.0407  -0.217
H -5.7175 -2.0266 1.2304  0.389
C 2.8015 -2.4100 -4.0925  -0.837
H -2.4330 -2.7650 2.1117  0.499
H 2.5933 -8.1458 -0.1540  0.407
H -3.7694 -3.0489 -1.9914  0.261
H 1.3794 4.8329 0.7335  0.517
C 4.3808 1.7609 -4.4075  -0.840
H 2.0785 -0.7120 -6.9199  0.370
C 5.0096 0.9969 -2.2155  -0.128
C 5.3517 1.5489 -3.4409  -0.837
H -4.5034 3.2557 -0.8127  0.475
C -3.7758 2.6952 -1.3819  -0.876
H 3.6076 -2.9706 -3.6343  0.359
C 1.5846 -3.4851 2.2267  0.321
H 0.7272 -8.5964 -1.7096  0.370
H 2.9611 -5.8733 0.7142  0.299
C 0.4013 3.4010 3.6592  0.595
N -1.8092 1.3745 -1.4013  0.996
C 3.9823 2.1165 1.5874  -0.541
H -5.6186 -0.6015 -2.0553  0.151
H -4.6528 3.1036 -3.3066  0.402
H -2.9261 -5.1308 1.5194  0.402
H -0.4061 -4.4794 -1.5172  0.493
C 1.9316 -2.5308 4.4207  -0.844
O -1.9834 -1.7229 -3.7738  -0.930
As 1.5009 -3.1426 0.2978  1.415
C -2.7353 2.0675 -0.7304  -0.398
C 1.6181 -2.2099 -3.4003  -0.900
S -0.2999 0.2633 1.2338  -0.089
C 6.6505 1.4331 1.7700  -0.885
C 2.9836 -1.8704 -5.3595  1.208
C -3.8604 2.6015 -2.7680  -0.531
C 1.5229 -3.7182 5.0113  -0.560
V -0.2239 0.4335 -1.0553  1.308
H 4.9541 -1.6908 -0.7706  0.542
H 7.6996 1.1685 1.8257  0.396
C -5.8444 0.1292 1.1505  -1.027
H 0.8315 -5.7185 4.6680  0.403
H -1.5378 -3.2051 0.6672  -0.424
H 2.2954 1.5673 -4.8775  0.571
H 2.2104 -1.6864 5.0384  0.467
H -4.3868 -4.1617 1.2891  0.312
C 3.4699 -3.1044 -0.0550  -0.973
C -5.0348 -1.3938 -2.5308  -0.919
H 3.9331 -3.7552 0.6886  0.583
C 4.2871 -2.0450 -6.0870  -1.542
C 2.7412 0.8277 -2.9229  -0.064
H 4.9238 -1.1741 -5.9143  0.259
C 0.7459 -0.9711 -5.2668  -0.695
H 1.4791 -3.8037 6.0897  0.367
C 1.9381 -1.1556 -5.9414  -1.096
H 4.1223 -2.1394 -7.1601  0.390
H 4.6303 -1.6462 0.9689  0.624
O -0.7469 -1.4767 -1.6894  0.791
H 6.3770 1.8415 -3.6340  0.428
N 1.7513 6.6203 3.7133  -0.616
C -2.9133 1.8587 -3.4554  -0.668
C 1.3609 5.6248 3.2869  -0.240
C 0.9908 4.0899 1.4170  -0.576
C 1.9409 -7.3381 -0.4632  -0.756
H 4.4478 3.7233 2.9241  0.478
C 0.2609 -5.2792 -1.2244  -0.474
C 0.9034 4.3795 2.7752  0.609
H 5.7778 0.8693 -1.4637  0.318
C 0.5997 -1.4852 -3.9866  -0.417
H -5.6884 -1.9205 -3.2317  0.383
H 0.8262 -5.4944 2.2194  0.364
C -4.4544 -2.3573 -1.4981  -0.743
H 6.1850 -0.2041 0.4930  0.351
H -5.2509 -2.9235 -1.0116  0.565
H -2.5987 2.1090 0.3440  0.532
H -4.6944 -1.1947 2.4061  0.443
C 6.1771 2.5354 2.4671  -0.542
C 2.1420 -6.0570 0.0279  -0.163
H 2.2627 -1.4793 2.5816  0.302
C 1.1463 -4.7874 4.2127  -0.704
H 2.9382 2.3874 1.5095  0.239
S -0.8899 -1.0574 -3.1071  2.302
C -3.3681 -4.3213 0.9312  -1.378
H 6.8486 3.1183 3.0849  0.374
S 0.8305 2.4899 -0.7743  -0.652
C 0.0605 -6.5568 -1.7280  -0.779
C 1.1611 -4.6650 2.8305  -0.569
H -3.4178 -4.6527 -0.1064  0.290
C 3.6961 0.6316 -1.9322  0.166
C 0.1436 1.8479 1.8096  0.324